# 1
113
Properties=species:S:1:pos:R:3 method="wB97M-V/def2-TZVPD" molar_mass_g_mol=1484.62 homo_lumo_gap_ev=8.25 e_tot_ha=-13776.55121 total_charge=+1
C 2.338 -5.028 2.328
C 2.021 -3.450 2.633
C 1.048 -2.917 1.493
C 1.455 -1.643 0.611
C 0.178 -0.858 0.012
F 0.290 0.589 0.078
F -0.063 -1.118 -1.402
C -1.241 -1.102 0.674
C -1.940 -0.100 1.659
C -3.355 -0.437 2.249
C -4.115 -1.762 1.938
C -3.431 -2.760 0.959
C -4.111 -4.147 0.554
F -3.816 -5.184 1.503
F -5.511 -3.949 0.494
F -3.645 -4.534 -0.736
C -2.049 -2.418 0.340
C 2.353 -0.555 1.455
N 1.664 0.181 2.582
C 3.271 0.343 0.428
C 3.211 -0.565 -0.932
F 2.371 0.321 -1.754
P 4.681 -0.578 -2.108
O 5.918 -1.674 -1.892
O 4.093 -0.762 -3.730
S 5.456 1.227 -2.060
N 2.519 -1.851 -0.479
C 3.440 -3.071 -0.334
C 4.668 -2.901 0.665
H 2.694 -5.450 3.347
H 1.378 -5.585 2.066
H 3.200 -5.179 1.598
H 1.485 -3.493 3.661
H 2.995 -2.918 2.830
H 0.909 -3.782 0.733
H 0.036 -2.859 2.023
H -1.391 0.873 1.918
H -3.871 0.308 2.938
H -5.145 -1.974 2.406
H -1.570 -3.186 -0.395
H 3.240 -0.996 2.062
H 2.458 0.516 3.167
H 1.238 -0.567 3.172
H 2.791 1.375 0.331
H 4.383 0.371 0.737
H 6.084 -2.199 -2.718
H 3.199 -1.177 -3.648
H 2.134 -2.133 -1.417
H 2.840 -4.052 -0.209
H 3.895 -3.204 -1.395
H 4.917 -1.811 0.953
H 5.622 -3.266 0.095
H 4.639 -3.589 1.593
C 0.090 -5.168 -2.152
Cl 0.998 -3.781 -2.770
Cl -0.876 -4.732 -0.732
H -0.577 -5.526 -2.935
H 0.791 -5.954 -1.876
C -2.499 3.266 -0.547
Cl -3.880 4.324 -0.231
Cl -2.414 1.964 0.650
H -2.608 2.829 -1.538
H -1.583 3.854 -0.501
C 7.977 -4.108 1.980
Cl 7.376 -2.644 2.768
Cl 7.146 -4.398 0.445
H 9.043 -3.994 1.788
H 7.809 -4.959 2.639
C -7.340 4.017 -1.301
Cl -7.937 5.472 -0.495
Cl -8.189 3.736 -2.826
H -6.277 4.136 -1.505
H -7.496 3.160 -0.646
C 5.616 2.898 2.449
Cl 7.267 2.831 3.074
Cl 4.500 2.006 3.495
H 5.297 3.939 2.397
H 5.596 2.457 1.452
C 4.973 6.441 0.452
Cl 6.624 6.374 1.076
Cl 3.858 5.551 1.498
H 4.655 7.481 0.400
H 4.952 5.999 -0.544
C -10.683 2.610 -0.730
Cl -9.866 1.387 0.251
Cl -12.216 3.096 0.004
H -10.039 3.485 -0.814
H -10.879 2.199 -1.719
C -6.581 2.176 4.202
Cl -6.875 2.629 2.519
Cl -4.852 1.971 4.508
H -6.965 2.960 4.853
H -7.093 1.238 4.413
C -12.773 4.603 3.369
Cl -11.134 4.449 4.013
Cl -13.550 6.083 3.946
H -12.725 4.630 2.281
H -13.362 3.746 3.692
C 6.035 4.224 -5.047
Cl 5.937 4.699 -3.347
Cl 7.691 3.804 -5.499
H 5.393 3.359 -5.209
H 5.699 5.055 -5.666
C -4.836 2.136 -4.042
Cl -4.043 3.673 -3.670
Cl -5.573 1.424 -2.601
H -5.611 2.309 -4.787
H -4.094 1.443 -4.436
C 6.851 -2.498 -6.042
Cl 7.631 -0.963 -5.649
Cl 6.058 -3.194 -4.620
H 6.102 -2.327 -6.815
H 7.603 -3.196 -6.404

# 2
91
Properties=species:S:1:pos:R:3 method="wB97M-V/def2-TZVPD" molar_mass_g_mol=719.63 homo_lumo_gap_ev="7.45 / 7.77" multiplicity=3 de_lowest_ev=1.806 e_tot_ha=-5504.90010 total_charge=+1
V -0.359 0.407 -0.165
C -0.654 1.026 4.425
N -1.596 1.777 3.633
C -2.712 2.347 4.358
C -1.582 1.723 2.278
N -1.059 0.680 1.633
C -1.359 -0.609 2.075
C -2.614 -0.854 2.610
C -2.997 -2.135 3.015
C -2.122 -3.178 2.894
C -0.845 -2.984 2.329
C 0.031 -4.082 2.191
C 1.267 -3.921 1.635
C 1.659 -2.668 1.157
C 0.834 -1.559 1.253
N 1.216 -0.356 0.649
C 2.495 0.011 0.669
N 3.042 0.776 -0.303
C 2.670 0.683 -1.698
C 4.063 1.757 -0.002
N 3.318 -0.291 1.711
C 4.684 -0.721 1.501
C 2.837 -0.468 3.057
C -0.445 -1.691 1.881
N -2.058 2.800 1.611
C -2.914 2.660 0.451
C -1.908 4.149 2.110
H -0.443 1.583 5.338
H 0.270 0.925 3.859
H -1.032 0.033 4.694
H -3.135 1.583 5.015
H -3.489 2.669 3.669
H -2.401 3.193 4.972
H -3.321 -0.041 2.702
H -3.983 -2.288 3.424
H -2.399 -4.172 3.209
H -0.306 -5.050 2.523
H 1.943 -4.756 1.541
H 2.623 -2.572 0.677
H 3.491 0.225 -2.260
H 2.494 1.681 -2.110
H 1.771 0.075 -1.809
H 5.040 1.466 -0.395
H 4.122 1.907 1.073
H 3.780 2.709 -0.459
H 4.924 -0.755 0.442
H 4.797 -1.730 1.908
H 5.392 -0.066 2.011
H 1.909 0.085 3.176
H 3.581 -0.056 3.741
H 2.672 -1.522 3.300
H -3.948 2.880 0.734
H -2.864 1.643 0.052
H -2.622 3.373 -0.326
H -2.856 4.588 2.422
H -1.491 4.763 1.308
H -1.208 4.164 2.940
C -2.276 2.693 -3.793
C -1.365 1.476 -3.965
C 0.059 1.893 -4.336
C -1.938 0.562 -5.038
O -1.281 0.861 -2.657
P -1.556 -0.683 -2.247
O -2.543 -1.435 -3.014
O -1.810 -0.476 -0.754
O -0.015 -1.240 -2.283
C 0.341 -2.554 -2.776
C -0.294 -3.615 -1.883
C 1.870 -2.622 -2.688
C -0.115 -2.758 -4.217
H -2.351 3.232 -4.732
H -1.880 3.364 -3.030
H -3.271 2.367 -3.495
H 0.076 2.367 -5.312
H 0.703 1.016 -4.360
H 0.448 2.597 -3.600
H -2.034 1.131 -5.959
H -2.915 0.191 -4.747
H -1.288 -0.290 -5.213
H 0.031 -3.486 -0.852
H -0.013 -4.611 -2.216
H -1.376 -3.519 -1.930
H 2.194 -2.456 -1.662
H 2.324 -1.876 -3.338
H 2.209 -3.606 -2.999
H -1.198 -2.704 -4.274
H 0.208 -3.741 -4.552
H 0.312 -2.008 -4.879
Se 0.200 2.631 -0.624
C 0.933 2.736 1.018
N 1.405 2.748 2.071

# 3
104
Properties=species:S:1:pos:R:3 method="wB97M-V/def2-TZVPD" molar_mass_g_mol=828.68 homo_lumo_gap_ev=8.54 de_lowest_ev=21.168 e_tot_ha=-3164.44578
C 16.401 -8.700 0.638
C 16.211 -7.369 -0.090
O 17.576 -7.126 -0.441
C 18.431 -8.099 -0.021
O 19.573 -8.261 -0.373
O 17.777 -8.995 0.578
H 15.870 -9.549 0.206
H 16.145 -8.687 1.698
H 15.961 -6.489 0.502
H 15.619 -7.421 -1.004
C 12.465 -6.915 2.953
C 13.577 -7.853 2.590
O 12.869 -8.975 2.322
C 11.570 -8.802 2.243
O 10.741 -9.645 1.750
O 11.289 -7.574 2.558
H 12.604 -6.014 2.356
H 12.454 -6.671 4.015
H 14.196 -7.943 3.482
H 14.175 -7.412 1.792
C 20.760 -10.697 1.179
C 19.765 -11.847 1.161
O 18.624 -11.228 1.720
C 19.043 -10.128 2.348
O 18.333 -9.519 3.044
O 20.240 -9.837 2.130
H 20.866 -10.242 0.194
H 21.747 -11.099 1.410
H 20.154 -12.664 1.769
H 19.715 -12.278 0.162
C 15.462 -4.124 6.269
C 15.345 -4.864 4.930
O 14.530 -5.949 5.301
C 14.820 -6.231 6.571
O 14.514 -7.201 7.267
O 15.414 -5.212 7.110
H 14.565 -3.516 6.377
H 16.376 -3.532 6.321
H 16.303 -5.275 4.612
H 14.979 -4.275 4.089
C 15.913 -9.629 5.833
C 16.658 -8.849 4.752
C 16.265 -9.251 3.331
O 15.891 -8.035 2.641
C 15.721 -7.101 3.509
O 15.148 -6.070 3.198
O 16.333 -7.428 4.693
H 15.942 -9.123 6.798
H 16.206 -10.675 5.913
H 14.871 -9.639 5.513
H 17.704 -8.973 5.030
H 15.347 -9.829 3.437
H 16.982 -9.893 2.821
C 18.555 -10.581 6.204
O 17.687 -10.502 7.290
C 17.659 -9.360 8.121
O 18.354 -8.360 7.995
O 16.779 -9.700 9.094
C 16.788 -8.951 10.298
H 19.407 -11.142 6.590
H 18.700 -9.554 5.869
H 18.148 -11.187 5.395
H 16.545 -7.889 10.301
H 17.789 -9.086 10.708
H 16.179 -9.515 11.004
C 10.512 -10.478 4.204
O 10.393 -9.683 5.467
C 11.298 -8.828 5.958
O 11.243 -8.264 7.067
O 12.374 -8.806 5.200
C 13.343 -7.816 5.420
H 9.786 -9.944 3.591
H 10.192 -11.470 4.524
H 11.482 -10.493 3.706
H 14.226 -7.930 4.791
H 13.684 -7.935 6.449
H 12.968 -6.808 5.244
C 15.031 -12.005 3.479
O 13.610 -12.042 3.748
C 12.840 -12.772 3.002
O 13.196 -13.386 1.929
O 11.597 -12.682 3.451
C 10.566 -13.423 2.832
H 15.653 -11.334 4.071
H 15.189 -11.960 2.401
H 15.392 -12.978 3.813
H 9.992 -12.668 2.296
H 9.875 -13.769 3.602
H 10.783 -14.209 2.109
C 14.500 -5.366 -1.492
C 13.944 -4.357 -0.536
O 14.972 -4.198 0.384
C 15.057 -3.059 1.144
O 14.576 -1.952 0.937
O 15.818 -3.283 2.302
C 16.233 -4.521 2.838
H 13.941 -5.677 -2.374
H 14.796 -6.265 -0.953
H 15.507 -5.181 -1.867
H 12.996 -4.692 -0.116
H 13.818 -3.394 -1.031
H 16.939 -5.014 2.169
H 15.421 -5.119 3.251
H 16.789 -4.336 3.757